No. 1
78
Properties=species:S:1:pos:R:3 method="wB97M-V/def2-TZVPD" charge=-1 e_lumo_ha=0.08368 homo_energy_ev=-3.4319
Tl 1.278 2.453 -3.608
C 5.529 1.036 -0.945
C 4.195 0.539 -0.512
C 4.054 -0.608 0.224
C 2.755 -1.077 0.501
N 1.708 -0.550 -0.068
N 1.824 0.566 -0.782
B 0.551 0.993 -1.491
N -0.308 1.863 -0.607
N -0.277 1.556 0.685
C -0.849 2.330 1.570
C -1.319 3.605 1.221
C -1.354 3.945 -0.112
C -1.714 5.319 -0.565
C -0.997 2.961 -1.057
S -1.397 3.123 -2.689
C -1.017 1.727 2.951
C 0.355 1.355 3.513
C -1.765 2.665 3.901
C -1.847 0.448 2.775
N -0.216 -0.160 -2.070
N -1.217 -0.608 -1.315
C -2.085 -1.463 -1.793
C -2.110 -1.783 -3.157
C -1.074 -1.343 -3.952
C -1.087 -1.519 -5.433
C -0.014 -0.654 -3.336
S 1.457 -0.387 -4.127
C -2.996 -2.112 -0.770
C -2.089 -2.754 0.284
C -3.862 -3.207 -1.395
C -3.855 -1.043 -0.096
C 3.015 1.231 -0.878
S 3.081 2.835 -1.391
C 2.554 -2.170 1.527
C 1.075 -2.501 1.686
C 3.078 -1.635 2.869
C 3.311 -3.434 1.109
H 6.322 0.437 -0.504
H 5.661 2.082 -0.683
H 5.597 0.958 -2.031
H 4.923 -1.136 0.588
H -1.639 4.311 1.968
H -2.068 5.920 0.268
H -2.464 5.286 -1.351
H -0.821 5.790 -0.982
H 0.963 2.243 3.666
H 0.863 0.710 2.801
H 0.252 0.833 4.463
H -1.210 3.586 4.070
H -1.914 2.174 4.861
H -2.744 2.912 3.491
H -1.372 -0.201 2.047
H -2.845 0.692 2.418
H -1.944 -0.084 3.719
H -2.917 -2.353 -3.585
H -1.894 -2.179 -5.738
H -0.135 -1.900 -5.790
H -1.244 -0.541 -5.893
H -1.465 -3.521 -0.170
H -2.671 -3.216 1.078
H -1.444 -1.997 0.713
H -3.229 -3.950 -1.878
H -4.552 -2.799 -2.130
H -4.442 -3.708 -0.621
H -3.208 -0.265 0.299
H -4.432 -1.473 0.721
H -4.539 -0.589 -0.808
H 0.520 -1.610 1.961
H 0.930 -3.254 2.459
H 0.674 -2.875 0.751
H 2.536 -0.732 3.143
H 4.135 -1.387 2.817
H 2.931 -2.374 3.654
H 2.966 -3.763 0.131
H 3.139 -4.233 1.828
H 4.381 -3.253 1.047
Te 2.031 3.915 -5.465


No. 2
85
Properties=species:S:1:pos:R:3 method="wB97M-V/def2-TZVPD" smiles="CCOB(O)C1=CC(=O)C(OC[C@@H](C)O)=CC1=O.C[C@@H]1COC(=O)O1.C[C@@H]1COC(=O)O1.C[C@@H]1COC(=O)O1.C[C@@H]1COC(=O)O1" charge=0 e_lumo_ha=-0.01759 homo_energy_ev=-9.3688
C 5.277 -2.093 0.515
C 3.772 -1.811 0.492
O 3.450 -0.426 0.740
B 2.253 -0.044 0.203
O 2.200 1.227 -0.397
C 0.923 -0.914 0.216
C -0.026 -0.783 -0.686
C -1.262 -1.664 -0.626
O -2.317 -1.270 -0.954
C -1.020 -3.074 -0.105
O -1.809 -4.028 -0.622
C -1.246 -5.330 -0.594
C -1.635 -6.157 0.686
C -0.441 -7.022 1.185
O -2.109 -5.344 1.750
C -0.090 -3.203 0.822
C 0.640 -1.985 1.280
O 0.997 -1.869 2.403
H 5.758 -1.957 -0.459
H 5.420 -3.137 0.817
H 5.743 -1.465 1.282
H 3.320 -2.403 1.303
H 3.284 -2.178 -0.425
H 2.342 1.059 -1.341
H 0.048 -0.040 -1.478
H -1.690 -5.880 -1.432
H -0.156 -5.347 -0.722
H -2.445 -6.862 0.458
H -0.474 -8.020 0.727
H -0.552 -7.193 2.262
H 0.525 -6.570 0.931
H -1.394 -5.221 2.385
H 0.154 -4.164 1.260
C 7.161 -5.093 4.187
C 5.773 -4.510 4.300
C 4.867 -5.230 5.263
O 3.570 -4.925 4.731
C 3.730 -4.735 3.395
O 2.845 -4.651 2.605
O 5.043 -4.651 3.073
H 7.120 -6.158 3.955
H 7.712 -4.613 3.377
H 7.714 -4.957 5.116
H 5.833 -3.442 4.532
H 4.961 -4.871 6.285
H 4.998 -6.315 5.249
C -3.232 1.558 -0.985
C -4.319 2.505 -1.415
C -5.420 1.866 -2.215
O -5.910 2.977 -2.983
C -4.869 3.831 -3.143
O -4.870 4.761 -3.893
O -3.831 3.489 -2.349
H -2.824 1.016 -1.840
H -2.409 2.104 -0.541
H -3.607 0.840 -0.265
H -4.714 3.040 -0.546
H -6.207 1.445 -1.594
H -5.060 1.102 -2.908
C -1.362 5.492 4.070
C -1.330 4.355 3.079
C -1.368 4.786 1.638
O -1.948 3.641 1.003
C -2.736 3.029 1.928
O -3.514 2.160 1.691
O -2.517 3.550 3.164
H -2.213 6.150 3.884
H -1.472 5.111 5.086
H -0.445 6.080 4.014
H -0.473 3.706 3.279
H -0.383 5.000 1.230
H -2.024 5.643 1.463
C -3.056 5.471 -6.057
C -1.888 6.388 -5.789
C -1.030 6.677 -6.991
O 0.236 6.979 -6.390
C 0.285 6.295 -5.213
O 1.265 6.164 -4.553
O -0.933 5.780 -4.903
H -2.721 4.544 -6.529
H -3.553 5.193 -5.119
H -3.785 5.953 -6.710
H -2.239 7.312 -5.317
H -1.391 7.518 -7.579
H -0.901 5.810 -7.643


No. 3
82
Properties=species:S:1:pos:R:3 method="wB97M-V/def2-TZVPD" de_lowest_kj_mol=94.2 charge=-2 e_lumo_ha="0.12722 / 0.12721" homo_energy_ev="-0.2700 / -0.0210"
Ti -1.204 0.406 -0.310
Se 2.138 2.452 -2.614
Sb 0.160 0.960 -2.715
Se 0.573 -1.124 -1.199
Se -2.808 1.573 -1.661
Se -0.159 0.014 -4.960
N -1.571 -1.140 1.009
S -1.509 -1.239 2.562
C -0.643 -2.770 2.938
C -0.262 -3.601 1.902
C 0.349 -4.813 2.220
C 0.570 -5.163 3.542
C 0.206 -4.300 4.569
C -0.403 -3.091 4.266
C -3.129 -1.763 3.166
C -3.746 -0.975 4.118
C -4.986 -1.363 4.624
C -5.578 -2.530 4.171
C -4.950 -3.309 3.207
C -3.715 -2.930 2.700
H -1.920 -1.994 0.557
H -0.405 -3.305 0.867
H 0.657 -5.470 1.417
H 1.035 -6.113 3.778
H 0.398 -4.565 5.601
H -0.693 -2.405 5.056
H -3.275 -0.054 4.446
H -5.483 -0.747 5.363
H -6.539 -2.835 4.568
H -5.423 -4.209 2.837
H -3.229 -3.523 1.932
C 2.720 -1.207 1.716
C 4.076 -1.486 2.429
N 4.528 -0.289 3.151
C 4.616 0.829 2.193
C 3.225 1.110 1.545
N 2.256 0.142 2.046
C 2.138 0.262 3.491
C 3.524 0.037 4.166
H 1.954 -1.924 2.014
H 2.810 -1.267 0.633
H 4.851 -1.757 1.707
H 3.993 -2.301 3.154
H 5.358 0.562 1.438
H 4.988 1.703 2.735
H 3.249 1.038 0.456
H 2.866 2.112 1.794
H 1.404 -0.472 3.839
H 1.752 1.259 3.720
H 3.490 -0.784 4.888
H 3.856 0.936 4.694
C -2.319 -3.106 -4.844
N -2.496 -3.748 -3.552
C -2.601 -3.087 -2.390
N -2.539 -1.771 -2.403
S -2.754 -4.001 -0.916
H -2.418 -3.868 -5.616
H -1.353 -2.603 -4.930
H -3.094 -2.355 -5.003
H -2.338 -4.735 -3.457
H -2.487 -1.213 -3.250
H -2.934 -1.297 -1.592
N -5.536 -1.869 -0.174
N -4.535 -0.834 -0.154
H -6.072 -1.868 0.687
H -5.030 -2.749 -0.232
H -4.398 -0.451 0.776
H -4.841 -0.061 -0.736
Cl -2.633 1.847 2.086
C -2.050 3.300 1.255
C -2.888 4.394 1.222
C -2.517 5.492 0.459
C -1.320 5.443 -0.250
C -0.496 4.333 -0.183
C -0.831 3.202 0.574
C -0.029 1.961 0.567
H -3.837 4.362 1.741
H -3.172 6.352 0.390
H -1.035 6.274 -0.885
H 0.420 4.288 -0.764
H 0.086 1.540 1.575
H 0.942 2.102 0.099


No. 4
79
Properties=species:S:1:pos:R:3 method="wB97M-V/def2-TZVPD" de_lowest_kj_mol=551.3 charge=+1 e_lumo_ha="-0.18238 / -0.18287" homo_energy_ev="-9.1414 / -9.1117"
Pt 0.606 2.096 -2.323
C 0.278 4.135 -4.967
C 0.999 3.010 -5.686
S 0.763 1.381 -4.835
C 2.496 0.781 -4.730
C 3.547 1.602 -3.995
S 3.126 2.123 -2.277
C 3.421 3.936 -2.365
C 2.604 4.729 -3.373
S 0.773 4.503 -3.238
H -0.786 3.902 -4.883
H 0.389 5.072 -5.516
H 2.063 3.196 -5.800
H 0.562 2.906 -6.680
H 2.836 0.618 -5.754
H 2.369 -0.183 -4.237
H 3.838 2.494 -4.547
H 4.434 0.976 -3.878
H 4.485 4.070 -2.570
H 3.223 4.279 -1.349
H 2.899 4.492 -4.392
H 2.782 5.791 -3.195
C 1.145 -3.868 2.296
C 2.011 -2.758 2.877
C 1.665 -1.374 2.336
C 0.368 -0.756 2.857
N -0.854 -1.460 2.540
C -1.332 -1.706 1.292
Se -0.427 -1.269 -0.302
N -2.564 -2.246 1.386
C -3.394 -2.696 0.291
C -3.362 -4.224 0.168
C -1.982 -4.759 -0.214
C -1.650 -4.548 -1.687
C -2.895 -2.356 2.717
C -4.042 -2.822 3.349
C -4.065 -2.781 4.729
C -2.980 -2.300 5.462
C -1.838 -1.828 4.845
C -1.805 -1.856 3.456
H 1.597 -4.837 2.491
H 1.053 -3.739 1.218
H 0.152 -3.875 2.738
H 3.051 -2.957 2.616
H 1.939 -2.769 3.965
H 1.625 -1.424 1.243
H 2.455 -0.671 2.606
H 0.283 0.255 2.434
H 0.418 -0.688 3.944
H -3.044 -2.220 -0.628
H -4.417 -2.365 0.494
H -4.092 -4.521 -0.584
H -3.668 -4.661 1.122
H -1.944 -5.827 0.013
H -1.222 -4.269 0.404
H -2.284 -5.169 -2.314
H -0.613 -4.814 -1.875
H -1.795 -3.511 -1.985
H -4.887 -3.193 2.793
H -4.942 -3.127 5.254
H -3.041 -2.285 6.539
H -1.012 -1.457 5.430
Te -0.681 1.896 0.041
C 0.375 3.068 1.513
C 1.188 4.098 1.046
C 1.768 5.003 1.912
C 1.568 4.871 3.277
C 0.795 3.828 3.761
C 0.192 2.942 2.886
H 1.314 4.199 -0.027
H 2.368 5.815 1.529
H 1.995 5.590 3.957
H 0.646 3.717 4.825
H -0.446 2.164 3.280
O 0.145 -0.133 -2.413
S -1.306 0.118 -2.787
O -2.115 -0.694 -1.842
O -1.598 1.555 -2.530
O -1.529 -0.216 -4.156